Entry 1:
Below is C13H7Cl5F6GeNO2Sc as an isolated structure, with properties calculated with ωB97M-V with the def2-TZVPD basis set.

CARTESIAN COORDINATES (ANGSTROEM)
Sc  0.193  0.519  -0.774
Cl  -3.577  -2.657  -1.117
C  -2.928  -2.051  0.352
C  -3.536  -2.391  1.577
C  -3.062  -1.879  2.748
Cl  -3.820  -2.305  4.235
C  -1.954  -0.987  2.757
C  -1.405  -0.397  3.912
C  -0.340  0.459  3.801
C  0.183  0.735  2.535
N  -0.303  0.201  1.428
C  -1.362  -0.661  1.520
C  -1.842  -1.213  0.302
O  -1.256  -0.843  -0.844
H  -4.386  -3.059  1.571
H  -1.834  -0.628  4.877
H  0.101  0.923  4.671
H  1.027  1.407  2.425
Cl  -4.349  0.962  -0.475
Ge  -2.974  0.794  -2.096
Cl  -3.749  1.747  -3.842
Cl  -1.326  2.338  -1.424
C  3.492  0.428  -3.437
C  2.688  0.557  -2.152
O  1.339  0.306  -2.328
C  3.182  -0.459  -1.094
F  2.206  -0.519  -0.079
F  4.315  -0.149  -0.491
F  3.262  -1.679  -1.583
C  2.788  1.995  -1.601
F  1.935  2.074  -0.462
F  2.297  2.872  -2.453
F  3.976  2.383  -1.199
H  3.337  -0.569  -3.843
H  4.556  0.588  -3.262
H  3.128  1.159  -4.154

Total energy = -6442.70567 Eh
Total charge = +1
Max |F| = 0.69 eV Å⁻¹
HOMO energy (alpha / beta) = -11.58 / -11.66 eV
2S+1 = 2
Gap between HOMO and LUMO (alpha / beta) = 0.2804 / 0.2067 Ha
Molar mass = 618.02 g mol⁻¹
LUMO (alpha / beta) = -3.947 / -6.040 eV

Atomic partial charges in e from the Löwdin method, atoms 1 to 6: 0.92 0.77 -0.61 -0.09 -0.59 0.76

Entry 2:
Below is a 2-piece molecular cluster, C2H6ClPS overall, with properties calculated with ωB97M-V with the def2-TZVPD basis set.

CARTESIAN COORDINATES (ANGSTROEM)
C  -1.239  0.789  0.577
C  -0.267  -0.192  0.164
P  -0.348  -0.754  -1.641
S  -2.260  -0.711  -2.040
H  -2.211  0.454  0.526
H  -1.172  1.072  1.576
H  -1.271  1.600  -0.141
H  -0.292  -1.034  0.915
H  0.668  0.269  0.239
Cl  3.888  -0.331  -0.494
H  4.506  -1.162  0.319

Total energy = -1279.50265 Eh
Max |F| = 2.68 eV Å⁻¹
HOMO energy = -8.67 eV
2S+1 = 1
Gap between HOMO and LUMO = 0.2741 Ha
Molar mass = 128.56 g mol⁻¹
SMILES = CCP=S.Cl
LUMO = -1.211 eV

Atomic partial charges in e from the Löwdin method, atoms 1 to 6: -0.26 -0.58 0.46 0.11 0.01 0.06

Entry 3:
Below is C37H41N7OPRe as an isolated structure, with properties calculated with ωB97M-V with the def2-TZVPD basis set.

CARTESIAN COORDINATES (ANGSTROEM)
Re  -1.404  -12.945  12.440
C  0.767  -12.597  12.722
C  1.191  -11.685  11.666
C  1.510  -10.426  12.237
C  1.251  -10.447  13.617
C  0.994  -11.806  13.963
C  1.174  -12.355  15.348
C  1.472  -9.331  14.561
C  2.013  -9.183  11.544
C  1.401  -11.940  10.199
C  1.515  -13.947  12.553
H  0.840  -13.417  15.341
H  0.620  -11.769  16.062
H  2.225  -12.365  15.647
H  0.730  -8.509  14.524
H  2.455  -8.902  14.400
H  1.474  -9.727  15.587
H  1.797  -8.294  12.129
H  1.532  -9.097  10.588
H  3.076  -9.219  11.358
H  0.966  -11.100  9.626
H  1.002  -12.906  9.900
H  2.480  -11.943  10.018
H  1.229  -14.692  13.327
H  2.585  -13.756  12.569
H  1.220  -14.385  11.564
N  -1.924  -12.798  9.374
P  -1.658  -14.085  10.399
C  -0.396  -15.107  9.624
C  0.016  -14.895  8.330
C  0.965  -15.780  7.789
C  1.487  -16.797  8.534
C  1.108  -16.980  9.866
C  0.215  -16.097  10.411
C  -3.133  -15.126  10.234
C  -4.314  -14.598  9.711
C  -5.458  -15.382  9.495
C  -5.430  -16.714  9.897
C  -4.259  -17.241  10.416
C  -3.099  -16.509  10.521
C  -1.966  -11.520  9.828
C  -2.294  -10.465  8.962
C  -2.439  -9.196  9.395
C  -2.196  -8.944  10.764
C  -1.754  -9.981  11.526
N  -1.687  -11.274  11.119
H  -2.160  -12.951  8.411
H  -0.483  -14.168  7.672
H  1.266  -15.667  6.736
H  2.195  -17.466  8.107
H  1.504  -17.795  10.440
H  -0.027  -16.112  11.468
H  -4.303  -13.549  9.368
H  -6.410  -15.014  9.100
H  -6.284  -17.350  9.757
H  -4.227  -18.274  10.750
H  -2.213  -16.958  10.929
H  -2.447  -10.674  7.905
H  -2.735  -8.397  8.739
H  -2.251  -7.932  11.195
H  -1.419  -9.844  12.551
N  -9.007  -13.921  12.928
C  -7.859  -13.839  12.849
C  -6.427  -13.702  12.704
C  -5.864  -12.473  12.392
C  -4.486  -12.336  12.221
N  -3.643  -13.339  12.557
C  -4.199  -14.555  12.945
C  -5.566  -14.740  13.050
H  -6.512  -11.640  12.105
H  -4.025  -11.453  11.822
H  -3.474  -15.365  13.195
H  -5.960  -15.731  13.305
C  -3.267  -12.203  18.082
N  -2.680  -12.547  16.788
C  -2.298  -13.906  16.397
C  -1.836  -13.645  14.996
O  -1.421  -14.419  14.109
N  -1.971  -12.340  14.677
C  -2.496  -11.719  15.759
N  -2.798  -10.427  15.771
H  -2.993  -12.938  18.841
H  -4.336  -12.138  18.029
H  -2.850  -11.268  18.430
H  -3.174  -14.553  16.389
H  -1.530  -14.366  17.001
H  -2.609  -9.813  14.972
H  -3.133  -10.016  16.609

Total energy = -2311.82896 Eh
Total charge = +3
Max |F| = 1.74 eV Å⁻¹
HOMO energy (alpha / beta) = -16.29 / -16.49 eV
2S+1 = 4
Gap between HOMO and LUMO (alpha / beta) = 0.2982 / 0.2408 Ha
Molar mass = 816.96 g mol⁻¹
LUMO (alpha / beta) = -8.178 / -9.940 eV

Atomic partial charges in e from the Löwdin method, atoms 1 to 6: 1.39 -0.43 -0.18 -0.15 -0.18 -0.14

Entry 4:
Below is a 2-piece molecular cluster, C5H4BBrF5O5 overall, with properties calculated with ωB97M-V with the def2-TZVPD basis set.

CARTESIAN COORDINATES (ANGSTROEM)
O  -4.807  -1.698  0.609
C  -3.959  -2.470  1.083
F  -4.235  -3.870  1.029
C  -2.576  -1.856  1.685
O  -2.246  -0.727  0.845
C  -0.852  -0.617  0.624
O  0.047  -1.073  1.379
O  -0.437  0.019  -0.577
C  0.394  1.188  -0.317
C  -0.043  2.306  -1.416
O  0.555  2.318  -2.517
Br  -1.507  3.609  -0.960
H  -2.698  -1.478  2.759
H  -1.820  -2.719  1.638
H  1.487  0.891  -0.559
H  0.349  1.583  0.753
B  4.472  0.919  -1.213
F  3.338  1.008  -0.329
F  5.523  0.189  -0.567
F  4.085  0.240  -2.416
F  4.931  2.239  -1.533

Total energy = -3667.58536 Eh
Total charge = -1
Max |F| = 6.16 eV Å⁻¹
HOMO energy = -7.92 eV
2S+1 = 1
Gap between HOMO and LUMO = 0.3650 Ha
Molar mass = 329.79 g mol⁻¹
LUMO = 2.016 eV

Atomic partial charges in e from the Löwdin method, atoms 1 to 6: 0.11 -0.26 0.02 -0.06 0.01 -0.40

Entry 5:
Below is C9H17AuCl2NO2 as an isolated structure, with properties calculated with ωB97M-V with the def2-TZVPD basis set.

CARTESIAN COORDINATES (ANGSTROEM)
Au  -1.463  -2.087  0.560
Cl  -2.029  0.781  0.970
Cl  1.630  -1.735  1.419
C  -2.773  -3.098  1.780
H  -2.557  -2.848  2.828
H  -3.802  -2.821  1.491
C  1.127  -0.946  -0.129
C  -0.060  -1.351  -0.669
H  0.878  0.099  0.103
C  -0.403  -1.134  -2.081
H  -2.576  -4.169  1.577
C  0.822  -1.288  -3.030
H  -1.180  -1.837  -2.393
H  -0.823  -0.129  -2.152
C  2.079  -0.594  -2.508
H  1.036  -2.367  -3.104
H  0.560  -0.947  -4.042
C  2.383  -1.018  -1.085
H  2.918  -0.907  -3.132
H  2.020  0.493  -2.590
H  2.691  -2.071  -1.096
H  3.187  -0.426  -0.633
N  -1.207  3.592  1.355
C  -0.398  3.060  2.470
C  0.738  2.323  1.721
O  1.252  1.392  2.367
O  0.973  2.778  0.569
H  -0.505  3.760  0.598
H  -1.727  4.418  1.644
H  -1.828  2.783  1.068
H  0.034  3.895  3.030
H  -0.999  2.403  3.095

Total energy = -1614.38794 Eh
Total charge = -1
Max |F| = 4.27 eV Å⁻¹
HOMO energy (alpha / beta) = -3.25 / -4.59 eV
2S+1 = 3
Gap between HOMO and LUMO (alpha / beta) = 0.2275 / 0.2203 Ha
Molar mass = 439.11 g mol⁻¹
LUMO (alpha / beta) = 2.943 / 1.405 eV

Atomic partial charges in e from the Löwdin method, atoms 1 to 6: 0.80 -0.11 0.58 -0.40 -0.06 -0.06